ORCA calculation (ωB97M-V/def2-TZVPD) on a structure of composition C45H63BBaN6O2S3.

E_tot = -3476.57694 a.u.
charge = 0
HOMO = -6.566 eV
energy relative to the best compared isomer or geometry (same formula, charge and spin) = 24.8 kJ/mol

Each line ends with the Mulliken charge.
Atoms and positions in Å:
Ba1 -0.392096 -0.173877 0.537960  0.177
C1 -1.370125 -1.451678 3.106256  -0.518
C2 -0.985899 -0.178171 3.613758  0.934
C3 -1.886571 0.781900 3.038017  -0.056
C4 -2.769965 0.056278 2.198926  0.045
C5 -2.461102 -1.315686 2.239452  -1.574
C6 -3.209917 -2.417216 1.506502  2.982
C7 -4.661532 -2.461837 1.999585  -1.937
C8 -3.221158 -2.155849 -0.008154  -1.418
C9 -2.557316 -3.776830 1.756396  -2.140
C10 -1.979363 2.311373 3.135156  3.171
C11 -0.819842 2.981802 2.384346  -1.462
C12 -2.035968 2.839960 4.572361  -2.012
C13 -3.266353 2.802946 2.453838  -2.308
C14 0.055661 -0.098656 4.740052  2.374
C15 0.836731 -1.418933 4.840563  -2.185
C16 -0.636703 0.075574 6.103225  -1.721
C17 1.109982 0.998172 4.539065  -1.762
H1 -0.892604 -2.385705 3.358073  0.377
H2 -3.589922 0.486340 1.639354  0.466
H3 -5.165711 -1.513683 1.805450  0.309
H4 -4.688298 -2.638241 3.075847  0.379
H5 -5.221517 -3.258745 1.500255  0.492
H6 -3.613595 -1.158987 -0.229771  0.031
H7 -3.855817 -2.880089 -0.528609  0.604
H8 -2.221565 -2.239739 -0.451333  0.001
H9 -2.573646 -4.028087 2.817936  0.359
H10 -1.514220 -3.776809 1.427614  0.225
H11 -3.090417 -4.562058 1.212761  0.444
H12 0.157696 2.641378 2.722297  -0.078
H13 -0.853820 4.068446 2.503937  0.616
H14 -0.894872 2.788745 1.312555  -0.239
H15 -1.096754 2.714763 5.102770  0.307
H16 -2.821457 2.337689 5.140937  0.354
H17 -2.256946 3.910385 4.557528  0.493
H18 -3.274229 2.566635 1.388625  0.178
H19 -3.326405 3.889848 2.543828  0.481
H20 -4.155436 2.370424 2.916974  0.477
H21 0.190663 -2.245799 5.137032  0.367
H22 1.613058 -1.320385 5.603035  0.507
H23 1.323477 -1.672788 3.899038  0.234
H24 -1.327274 -0.753539 6.270014  0.339
H25 -1.204915 0.997630 6.177218  0.222
H26 0.105634 0.065836 6.907377  0.467
H27 1.608987 0.874006 3.572602  0.079
H28 1.871151 0.928367 5.321238  0.621
H29 0.694235 2.000914 4.578482  0.217
O1 -0.506995 -0.622105 -2.192673  0.126
S1 -0.987975 -0.689500 -3.603869  -0.079
C18 -0.770341 -2.440189 -4.027363  -0.910
C19 0.621578 -2.931630 -3.654003  0.797
C20 0.659695 -4.410569 -3.264694  -1.230
C21 0.147033 -4.716281 -1.861431  -0.728
S2 1.065787 -4.065836 -0.413107  -0.122
O2 0.630364 -2.645011 -0.238976  -0.029
C22 2.710930 -4.012241 -1.113465  0.754
C23 3.234179 -2.804129 -1.541585  0.374
C24 4.510609 -2.778377 -2.083231  -1.091
C25 5.246998 -3.950881 -2.187472  -0.562
C26 4.719431 -5.152011 -1.732620  -0.813
C27 3.446799 -5.184833 -1.182211  -0.380
C28 0.330903 -0.019546 -4.604794  0.373
C29 1.438450 0.518306 -3.975018  0.585
C30 2.458089 1.044506 -4.758908  -0.668
C31 2.356085 1.033829 -6.141527  -0.633
C32 1.225038 0.509388 -6.757674  -0.716
C33 0.200131 -0.013851 -5.987485  -0.580
H30 -1.009370 -2.565005 -5.084958  0.644
H31 -1.552933 -2.931286 -3.442518  0.518
H32 0.975180 -2.331876 -2.815409  -0.831
H33 1.303838 -2.752528 -4.486152  0.445
H34 1.682683 -4.779166 -3.355565  0.357
H35 0.062610 -4.999321 -3.968912  0.514
H36 0.093690 -5.794475 -1.695862  0.641
H37 -0.853469 -4.311862 -1.682022  0.314
H38 2.648990 -1.899921 -1.428845  0.002
H39 4.927002 -1.838339 -2.423487  0.476
H40 6.239127 -3.928788 -2.620612  0.507
H41 5.302666 -6.061215 -1.793977  0.397
H42 3.036225 -6.113842 -0.803124  0.445
H43 1.491342 0.537277 -2.892390  -0.070
H44 3.327590 1.469853 -4.275768  0.377
H45 3.153124 1.447993 -6.745216  0.406
H46 1.138656 0.518002 -7.836185  0.389
H47 -0.693964 -0.405936 -6.459224  0.432
B1 0.902816 3.836963 -0.787594  0.015
N1 -0.498621 3.367116 -1.306750  -0.396
C34 -1.416173 4.142340 -1.905523  -0.452
C35 -2.571357 3.401875 -2.088874  -1.245
C36 -2.242960 2.148131 -1.566770  -0.705
N2 -0.999069 2.140156 -1.088720  1.171
N3 1.929292 2.664597 -0.891809  0.083
C37 3.071099 2.657129 -1.596449  -1.028
C38 3.746569 1.471026 -1.340094  -1.020
C39 2.905136 0.810528 -0.437691  0.128
N4 1.823215 1.539440 -0.164267  0.623
H48 0.822051 4.176539 0.367205  -0.152
H49 1.294462 4.724266 -1.508107  -0.214
H50 -1.181874 5.162100 -2.161659  0.441
H51 -3.494882 3.720088 -2.540045  0.462
H52 -2.847516 1.252743 -1.511724  0.443
H53 3.319961 3.496047 -2.225052  0.535
H54 4.689731 1.139110 -1.742014  0.450
H55 3.018332 -0.164269 0.016256  0.317
C40 6.219667 1.851548 1.496090  -1.360
C41 6.115756 0.366840 1.410348  1.088
C42 7.108651 -0.479037 1.011282  -1.085
C43 6.818635 -1.861898 0.979101  0.996
N5 5.642895 -2.363412 1.286983  -0.441
C44 4.638814 -1.531404 1.653150  0.043
S3 3.066468 -2.013220 1.901962  -0.308
N6 4.934146 -0.183079 1.752683  0.172
C45 7.872102 -2.851510 0.585683  -1.102
H56 7.192955 2.188300 1.149404  0.393
H57 6.080100 2.181163 2.527074  0.347
H58 5.442046 2.307298 0.880142  0.245
H59 8.080985 -0.099297 0.737388  0.362
H60 4.153026 0.408954 2.008881  0.016
H61 8.840993 -2.382632 0.426876  0.375
H62 7.556168 -3.353409 -0.329824  0.132
H63 7.956678 -3.617923 1.355732  0.324

Force components x, y, z for each atom (eV/Å):
Ba 0.482 0.218 -0.121
C 0.040 0.086 -0.120
C -0.043 -0.112 -0.016
C 0.107 -0.017 -0.053
C -0.135 -0.002 -0.009
C -0.143 -0.157 -0.037
C 0.034 0.009 0.034
C -0.008 -0.016 -0.016
C -0.054 0.065 -0.062
C 0.012 0.002 -0.008
C -0.034 0.002 -0.050
C -0.006 -0.007 0.064
C -0.010 -0.031 0.017
C 0.009 0.043 0.002
C 0.035 0.018 -0.010
C -0.010 0.008 -0.023
C -0.005 -0.008 -0.009
C -0.041 -0.007 0.014
H -0.028 -0.008 0.004
H 0.028 -0.010 0.011
H 0.002 0.003 0.003
H 0.002 0.002 0.001
H -0.002 0.000 0.004
H -0.003 -0.005 0.001
H 0.002 -0.013 0.019
H 0.041 -0.033 0.036
H 0.000 -0.006 0.000
H 0.003 -0.001 0.002
H -0.007 0.005 0.001
H -0.003 -0.001 -0.009
H 0.002 0.006 -0.004
H -0.003 -0.012 -0.028
H 0.043 -0.022 0.028
H 0.004 -0.001 -0.002
H -0.001 0.002 0.000
H -0.006 0.005 -0.009
H -0.004 0.004 0.003
H 0.003 0.003 0.000
H 0.004 0.000 0.000
H 0.008 0.001 0.004
H -0.015 0.001 0.050
H -0.003 0.002 -0.008
H -0.006 0.024 -0.018
H 0.003 0.006 0.000
H 0.010 0.001 -0.010
H 0.002 -0.003 0.005
H -0.022 0.026 -0.011
O -0.098 0.038 0.266
S -0.085 -0.038 0.026
C 0.017 -0.014 0.000
C -0.001 -0.033 0.020
C 0.000 0.025 0.010
C -0.002 0.019 -0.014
S 0.081 -0.019 0.024
O -0.157 0.185 -0.049
C 0.008 0.010 0.021
C -0.004 0.008 0.047
C -0.011 0.007 0.001
C 0.000 -0.017 -0.021
C 0.015 0.014 0.004
C -0.023 -0.002 0.000
C -0.013 0.005 0.001
C 0.010 0.012 0.016
C 0.004 -0.002 0.004
C -0.004 -0.001 -0.003
C 0.006 0.000 0.003
C 0.012 0.007 -0.001
H -0.001 -0.014 -0.002
H -0.005 0.005 -0.003
H 0.009 0.009 0.001
H -0.002 -0.004 -0.006
H 0.000 0.001 -0.005
H -0.001 -0.005 0.003
H 0.024 -0.005 0.011
H -0.007 -0.017 0.010
H 0.004 -0.019 -0.021
H 0.007 0.006 -0.004
H 0.005 0.000 0.004
H 0.001 -0.002 -0.004
H 0.001 0.002 0.001
H -0.003 -0.008 -0.017
H -0.006 -0.003 -0.004
H -0.001 0.001 -0.001
H 0.002 0.000 0.000
H 0.002 -0.003 -0.001
B -0.040 -0.067 0.044
N 0.063 0.035 -0.026
C 0.011 -0.043 0.001
C 0.075 -0.001 -0.049
C -0.045 0.044 0.023
N -0.082 -0.080 0.135
N 0.035 0.032 -0.004
C -0.007 -0.074 0.025
C -0.112 0.160 -0.001
C 0.031 -0.082 -0.074
N 0.098 -0.141 -0.031
H 0.021 0.001 0.004
H -0.018 0.010 -0.015
H -0.001 0.001 -0.003
H 0.000 -0.005 -0.006
H -0.014 0.013 -0.013
H -0.001 -0.002 -0.003
H 0.011 0.009 -0.015
H -0.027 0.002 0.005
C 0.019 -0.024 0.021
C 0.039 -0.007 0.029
C 0.001 0.046 -0.063
C -0.001 -0.074 0.175
N 0.050 0.005 0.009
C -0.090 0.092 -0.216
S 0.004 -0.099 0.102
N -0.071 -0.043 0.033
C -0.019 -0.004 -0.037
H 0.006 -0.001 0.000
H -0.019 0.013 -0.011
H -0.017 0.026 0.001
H -0.003 0.001 -0.011
H 0.028 0.019 0.008
H -0.003 0.006 -0.007
H 0.019 -0.012 -0.015
H -0.009 0.020 0.001

---

ORCA calculation (ωB97M-V/def2-TZVPD) on a cluster of 3 separate species, C12H30ClN2O2 in total.

E_tot = -1195.10259 a.u.
charge = +1
HOMO = -12.593 eV
energy relative to the best compared isomer or geometry (same formula, charge and spin) = 14.5 kJ/mol

Each line ends with the natural charge from an NBO analysis.
Atoms and positions in Å:
C1 -1.104890 -1.540660 1.460408  -0.626
C2 -0.617847 -1.562697 0.008538  -0.217
C3 -0.350776 -2.985779 -0.481555  -0.607
C4 0.626505 -0.676888 -0.182901  -0.414
C5 0.281798 0.723658 -0.648002  -0.047
C6 1.435304 1.699343 -0.549831  -0.261
N1 1.212845 2.926987 -1.346360  -0.427
Cl1 1.713066 4.312157 -0.446200  0.142
C7 -0.179013 3.165603 -1.753825  -0.266
C8 -0.788258 1.962337 -2.490453  -0.228
N2 -0.050792 0.712212 -2.124413  -0.504
H1 -2.190582 -1.602364 1.513777  0.261
H2 -0.688197 -2.383678 2.013404  0.221
H3 -0.798748 -0.627170 1.976510  0.199
H4 -1.428574 -1.141118 -0.606766  0.168
H5 -0.449137 -3.082757 -1.565396  0.205
H6 0.655621 -3.307433 -0.203210  0.216
H7 -1.048898 -3.688814 -0.027406  0.230
H8 1.303009 -1.129864 -0.919076  0.213
H9 1.187948 -0.588944 0.750196  0.248
H10 -0.623868 1.085797 -0.155893  0.226
H11 1.667968 1.918524 0.491893  0.247
H12 2.316740 1.199921 -0.970629  0.212
H13 -0.171448 4.016543 -2.432293  0.249
H14 -0.808016 3.435337 -0.898722  0.201
H15 -0.777059 2.056330 -3.573786  0.238
H16 -1.812965 1.823508 -2.153197  0.235
H17 -0.584963 -0.118311 -2.387055  0.445
H18 0.843603 0.686601 -2.623117  0.436
C9 -5.447813 -2.400253 4.083231  -0.636
C10 -5.384180 -1.511482 2.858992  -0.061
O1 -4.422367 -1.968639 1.903478  -0.741
H19 -4.471311 -2.462248 4.563713  0.213
H20 -6.165935 -2.009577 4.804735  0.223
H21 -5.761749 -3.411295 3.814396  0.203
H22 -5.063385 -0.505459 3.127992  0.175
H23 -6.368640 -1.431410 2.388651  0.163
H24 -4.679449 -2.856421 1.629705  0.466
C11 5.130628 1.102556 -1.839137  -0.643
C12 5.338846 1.601126 -0.419990  -0.057
O2 6.122795 0.719101 0.363653  -0.714
H25 4.680968 0.107046 -1.830050  0.201
H26 4.487275 1.784691 -2.400826  0.206
H27 6.080264 1.032655 -2.372190  0.218
H28 4.382603 1.662519 0.103522  0.155
H29 5.769262 2.607652 -0.428432  0.168
H30 7.001811 0.651057 -0.026084  0.468

Force components x, y, z for each atom (eV/Å):
C -0.016 0.111 0.011
C -0.004 0.051 -0.064
C -0.057 -0.143 0.068
C 0.010 -0.059 -0.202
C -0.009 0.036 0.011
C 0.255 0.009 -0.039
N -0.287 -0.137 -0.071
Cl 0.193 -0.002 -0.115
C -0.061 0.096 0.089
C 0.037 0.039 0.046
N 0.043 0.075 0.009
H 0.019 -0.111 0.069
H 0.068 0.042 0.029
H -0.057 0.027 -0.007
H 0.009 -0.034 -0.011
H 0.095 0.046 0.005
H -0.040 -0.007 0.037
H -0.050 0.022 -0.060
H 0.080 0.089 0.062
H 0.016 -0.111 -0.032
H 0.057 0.011 0.067
H -0.196 0.022 0.042
H 0.069 0.045 0.108
H -0.033 0.022 0.059
H 0.008 -0.049 0.014
H 0.086 0.043 0.021
H -0.051 -0.030 -0.119
H 0.004 0.007 0.082
H -0.117 -0.132 -0.089
C 0.042 -0.018 -0.013
C 0.016 0.018 -0.004
O -0.066 -0.088 -0.057
H -0.005 0.004 0.007
H -0.007 0.003 -0.002
H -0.014 0.004 0.005
H -0.016 0.004 0.011
H 0.000 0.016 0.000
H 0.015 0.051 0.026
C -0.017 -0.035 0.019
C -0.021 -0.001 0.013
O 0.041 -0.053 -0.076
H 0.003 -0.001 -0.006
H 0.004 0.019 0.002
H -0.006 0.010 -0.011
H 0.013 0.069 0.011
H 0.000 0.001 0.000
H -0.052 0.020 0.052